ORCA calculation (wB97M-V/def2-TZVPD) on a 2-piece molecular cluster, C5H11NO5 overall in a non-equilibrium geometry.

Its spin multiplicity is 1. As for the net charge: 0. For the HOMO energy, the calculation gives -0.2848 hartree. The value obtained for the HOMO-LUMO gap is 8.153 eV. The calculation puts the maximum force at 1.98 eV Å⁻¹.

CARTESIAN COORDINATES (ANGSTROEM)
O  3.0358  -1.2067  0.0104
H  1.2750  -2.1403  1.9384
C  -2.1076  -0.0721  -1.3345
H  1.3826  -0.8580  -1.7693
O  0.1737  -0.5699  1.3249
H  -0.4475  -2.5305  1.5993
O  -1.2557  -0.7515  -0.4189
C  -0.4484  -0.0060  0.3151
C  0.4319  -1.9740  1.2715
O  -0.6553  1.2900  0.3401
C  1.5852  0.0114  -1.1667
H  0.1774  1.8338  2.1766
H  1.2752  1.9555  0.7744
C  0.2441  2.0955  1.1214
H  1.3876  0.9861  -1.5804
H  0.7134  -2.2756  0.2630
O  2.9968  0.9478  0.2869
H  -1.5146  0.5340  -2.0231
H  -2.8097  0.5674  -0.7961
N  2.5949  -0.0864  -0.2778
H  -2.6390  -0.8525  -1.8740
H  -0.0799  3.1198  0.9570